# 1
Molecular formula: C52H103IN2O9
Method: DFT, ωB97M-V/def2-TZVPD

Values from the calculation:
SMILES: CNC[C@@H]1O[C@](CCCCCCCOC)(CCCc2ccccc2)[C@@H](Cc2ccccc2)[C@]1(I)CN.CC(C)O.CC(C)O.CC(C)O.CC(C)O.CC(C)O.CC(C)O.CC(C)O
E (eV): -85097.880
HOMO energy (eV): -8.32

Geometry as ORCA input:
```
! wB97M-V def2-TZVPD RIJCOSX def2/J DEFGRID3
* xyz 0 1
C 0.83997 -4.75919 -1.00398
N -0.54958 -4.78207 -0.48528
C -1.57447 -4.53692 -1.54035
C -2.62081 -3.39239 -1.21539
O -2.43945 -2.22873 -2.05594
C -1.55424 -1.18581 -1.50903
C -2.44586 0.10543 -1.68989
C -1.68917 1.42073 -2.13277
C -1.45655 2.47044 -0.96419
C -2.71833 3.41518 -0.76716
C -2.20693 4.77907 -0.13699
C -2.58115 4.97461 1.38694
C -1.97582 3.86889 2.35331
O -0.80309 4.34586 3.03209
C 0.36667 4.25403 2.20050
C -0.22703 -1.36646 -2.34632
C -0.41629 -1.81675 -3.84514
C -1.16024 -0.78312 -4.78418
C -2.69649 -1.05175 -4.96658
C -3.60046 0.11038 -5.11607
C -5.05279 -0.06222 -5.25119
C -5.68205 -1.38960 -5.24746
C -4.77496 -2.54869 -5.14450
C -3.32088 -2.36842 -5.00626
C -1.41212 -1.73686 -0.00107
C -1.18231 -0.54056 0.99818
C -0.67786 -0.95028 2.41731
C -0.85005 0.04812 3.49629
C -0.45412 -0.18034 4.87590
C 0.13869 -1.46489 5.26744
C 0.35068 -2.45853 4.21150
C -0.04582 -2.21600 2.77137
C -2.61205 -2.72770 0.22378
I -4.65676 -1.86802 0.29517
C -2.63183 -3.65766 1.50221
N -3.14045 -2.95326 2.71800
H 1.41435 -5.53538 -0.41283
H 1.33309 -3.77865 -0.75237
H 0.94700 -5.05541 -2.08172
H -0.70325 -5.74987 -0.17647
H -2.17728 -5.49256 -1.64284
H -1.05827 -4.39491 -2.52469
H -3.62938 -3.77679 -1.53486
H -3.23525 -0.15852 -2.44643
H -3.02055 0.37224 -0.75556
H -0.71810 1.26239 -2.66323
H -2.36455 1.94278 -2.87752
H -1.24143 1.97502 0.01522
H -0.56695 3.09336 -1.25469
H -3.46394 2.97962 -0.04500
H -3.24793 3.65978 -1.72250
H -2.66676 5.64042 -0.71114
H -1.09203 4.92347 -0.21975
H -3.69342 5.02357 1.54493
H -2.15776 5.96516 1.70575
H -1.82883 2.87393 1.85375
H -2.75059 3.70602 3.15875
H 0.65361 5.31041 1.92279
H 1.25052 3.82329 2.75118
H 0.20020 3.66826 1.25545
H 0.37188 -2.17991 -1.83902
H 0.45242 -0.46236 -2.32849
H 0.62664 -1.93037 -4.27188
H -0.91075 -2.80774 -3.97972
H -0.71407 -0.91861 -5.81697
H -1.00054 0.29179 -4.52344
H -3.18919 1.14487 -5.12780
H -5.74976 0.81266 -5.33284
H -6.78277 -1.55127 -5.31795
H -5.26048 -3.55160 -5.15642
H -2.69742 -3.28929 -4.92724
H -0.43941 -2.30582 0.09905
H -2.07078 0.12804 1.12910
H -0.36703 0.10131 0.54161
H -1.30134 1.04267 3.24601
H -0.60036 0.60747 5.64767
H 0.41312 -1.66245 6.33553
H 0.80927 -3.42522 4.55073
H 0.11696 -3.00639 1.99256
H -1.63192 -4.14015 1.67630
H -3.35687 -4.49682 1.27896
H -2.54609 -3.26588 3.49152
H -4.07372 -3.33466 2.88523
C 2.29202 7.77094 -2.35307
C 1.40573 6.55165 -2.54948
C 0.19906 6.87911 -3.41540
O 0.96255 6.07302 -1.27912
H 1.74478 8.57306 -1.84737
H 3.14820 7.52469 -1.72081
H 2.66119 8.14912 -3.30754
H 1.98354 5.74875 -3.01299
H -0.41892 7.65059 -2.94567
H -0.43429 5.99752 -3.53976
H 0.50547 7.23157 -4.40269
H 0.44980 6.77511 -0.85964
C 5.72487 -1.22563 3.53608
C 4.83666 -2.44327 3.33416
C 3.62524 -2.10771 2.47979
O 4.40256 -2.93159 4.60348
H 5.18201 -0.42831 4.05163
H 6.58484 -1.47770 4.16074
H 6.08803 -0.83820 2.58183
H 5.41143 -3.24248 2.85989
H 3.00541 -1.34248 2.95666
H 2.98975 -2.98739 2.35437
H 3.92588 -1.74660 1.49315
H 3.89291 -2.23176 5.03077
C 7.98753 1.49146 6.73464
C 8.28832 1.14089 5.28568
C 9.63925 1.68958 4.85294
O 7.26650 1.67389 4.44497
H 7.95032 2.57639 6.87282
H 7.01092 1.10073 7.02850
H 8.74468 1.08058 7.40613
H 8.27552 0.05599 5.16027
H 9.65778 2.78121 4.92770
H 9.83742 1.43976 3.80842
H 10.44577 1.28469 5.46823
H 7.26808 2.63348 4.54724
C -4.83039 6.28497 6.87083
C -4.51226 5.93326 5.42571
C -3.15873 6.48512 5.00690
O -5.52718 6.46242 4.57306
H -4.87241 7.37002 7.00689
H -5.80908 5.89172 7.15455
H -4.07945 5.87738 7.55122
H -4.52040 4.84779 5.30184
H -3.14341 7.57731 5.07996
H -2.94826 6.23442 3.96561
H -2.35812 6.08307 5.63136
H -5.52884 7.42195 4.67464
C -1.37849 -10.32720 0.19857
C -1.89597 -8.93087 0.50462
C -3.40170 -8.84638 0.32082
O -1.25915 -7.98741 -0.35874
H -1.59053 -10.60068 -0.83847
H -0.29376 -10.37036 0.32341
H -1.83558 -11.07024 0.85560
H -1.63435 -8.65952 1.53002
H -3.67926 -9.06934 -0.71296
H -3.75917 -7.83557 0.53369
H -3.91974 -9.54600 0.98105
H -1.48491 -8.21960 -1.26866
C -3.27330 -9.34659 -5.17182
C -2.49830 -9.33564 -3.86415
C -1.29309 -10.26199 -3.92809
O -3.35830 -9.74298 -2.79707
H -3.65263 -10.34927 -5.39043
H -4.14071 -8.68615 -5.10882
H -2.64677 -9.02178 -6.00512
H -2.16782 -8.31720 -3.64147
H -1.60598 -11.29535 -4.10528
H -0.75065 -10.25333 -2.97990
H -0.60807 -9.96412 -4.72451
H -3.65729 -10.64200 -2.98305
C 6.53080 10.41601 -4.00078
C 6.00928 8.98803 -4.04098
C 6.83837 8.12267 -4.97727
O 4.64929 8.98981 -4.47334
H 6.47859 10.87738 -4.99168
H 5.92038 11.02823 -3.33348
H 7.56638 10.44890 -3.65542
H 6.02713 8.56218 -3.03523
H 6.79655 8.50675 -6.00112
H 6.44671 7.10358 -5.00456
H 7.88314 8.08716 -4.66113
H 4.62045 9.36445 -5.36236
*
```

Results of the Mulliken charge analysis, in e, for atoms 1 through 8: atom 1 (C): -1.02, atom 2 (N): 0.27, atom 3 (C): -0.94, atom 4 (C): 0.34, atom 5 (O): -0.19, atom 6 (C): 0.64, atom 7 (C): -0.52, atom 8 (C): -0.86

***

# 2
Molecular formula: C3H3N5O
Method: DFT, ωB97M-V/def2-TZVPD

Values from the calculation:
SMILES: Nc1cc(=O)nnnn1
E (eV): -12651.806
HOMO energy (eV): -9.55

Geometry as ORCA input:
```
! wB97M-V def2-TZVPD RIJCOSX def2/J DEFGRID3
* xyz 0 1
C 0.51401 -0.22266 0.53550
C -0.85188 -0.00518 0.36353
C -1.37517 0.42757 -0.93974
H 1.84762 0.13410 1.93937
H 0.60027 -0.73834 2.57244
H -1.68793 -0.42410 0.99466
N 1.00991 -0.58623 1.77653
N -0.89168 -0.60361 -1.91457
N 0.33428 -0.42914 -2.23092
N 1.20085 0.56732 -1.63365
N 1.38410 0.52410 -0.30184
O -2.08439 1.35616 -1.16130
*
```

Results of the natural (NBO) charge analysis, in e, for atoms 1 through 8: atom 1 (C): 0.31, atom 2 (C): -0.36, atom 3 (C): 0.61, atom 4 (H): 0.39, atom 5 (H): 0.39, atom 6 (H): 0.25, atom 7 (N): -0.78, atom 8 (N): -0.15

***

# 3
Molecular formula: C18H37CoGeN4Sb
Method: DFT, ωB97M-V/def2-TZVPD

Values from the calculation:
E (eV): -125899.820
HOMO energy (alpha / beta) (eV): -9.94 / -10.01

Geometry as ORCA input:
```
! wB97M-V def2-TZVPD RIJCOSX def2/J DEFGRID3
* xyz 1 1
Co 0.19330 0.97292 0.41535
C -0.08807 3.33834 2.08344
C -1.30916 3.27994 1.16758
N -1.60811 1.86805 0.81475
C -2.33736 1.14674 1.88939
C -1.41401 0.25250 2.67950
C -1.74681 -0.41385 3.84779
C -0.80412 -1.26661 4.40653
C 0.42592 -1.45864 3.78940
C 0.68378 -0.76095 2.62300
C 1.90163 -0.92728 1.73999
N 2.02371 0.17243 0.75284
C 2.92364 1.25840 1.20558
C 2.17031 2.21720 2.12008
N 1.00419 2.67678 1.36962
N -0.21781 0.08484 2.12695
H -0.27174 2.78625 3.00820
H 0.13844 4.37222 2.35658
H -1.08841 3.80354 0.23620
H -2.17493 3.76163 1.62820
H -2.18532 1.87177 -0.01826
H -3.10829 0.52699 1.42661
H -2.85087 1.85076 2.54994
H -2.71679 -0.27888 4.30649
H -1.03529 -1.79697 5.32054
H 1.15615 -2.14120 4.20185
H 1.77399 -1.85847 1.18227
H 2.81395 -1.02722 2.33380
H 2.36748 -0.22840 -0.12002
H 3.26112 1.79386 0.31610
H 3.80956 0.85748 1.70462
H 2.82388 3.03182 2.44591
H 1.81792 1.70105 3.01580
H 1.31339 3.26518 0.60192
C 3.20850 -4.20319 -1.91553
Sb 1.95519 -2.47067 -1.79893
C 1.18353 -2.67807 -3.77773
C 0.34009 -3.42189 -0.74082
H 2.66385 -5.04738 -2.33636
H 3.56905 -4.47172 -0.92310
H 4.06923 -3.98506 -2.54607
H 0.52433 -3.54323 -3.82889
H 2.02414 -2.83172 -4.45351
H 0.64697 -1.78554 -4.08883
H -0.23662 -4.05483 -1.41406
H -0.32188 -2.67668 -0.29899
H 0.75524 -4.04929 0.04944
C -1.20887 0.61952 -4.43396
Ge -1.56439 0.70622 -2.50725
C -2.60743 -0.85389 -1.91768
C -2.75425 2.28798 -2.30335
C 0.06812 0.79562 -1.43410
H -2.13468 0.79273 -4.98398
H -0.81556 -0.34694 -4.74620
H -0.49338 1.38936 -4.72474
H -3.60411 -0.84503 -2.36042
H -2.71114 -0.85819 -0.82979
H -2.11402 -1.78338 -2.20455
H -3.38326 2.32263 -3.19407
H -2.19932 3.22628 -2.25939
H -3.44331 2.24606 -1.45423
H 0.93867 0.78807 -2.10144
*
```

Results of the natural (NBO) charge analysis, in e, for atoms 1 through 8: atom 1 (Co): 0.81, atom 2 (C): -0.23, atom 3 (C): -0.23, atom 4 (N): -0.61, atom 5 (C): -0.27, atom 6 (C): 0.23, atom 7 (C): -0.24, atom 8 (C): -0.13

***

# 4
Molecular formula: C2H12NO3S
Method: DFT, ωB97M-V/def2-TZVPD

Values from the calculation:
E (eV): -20737.953
HOMO energy (eV): -3.78

Geometry as ORCA input:
```
! wB97M-V def2-TZVPD RIJCOSX def2/J DEFGRID3
* xyz -1 1
C -0.80065 -0.62209 -0.31780
C -1.12861 0.05901 1.04332
S 0.49216 0.77369 1.81349
N -0.06893 0.13976 -1.39758
H -0.05605 -1.40959 -0.03851
H -1.67247 -1.13838 -0.72223
H -1.86098 0.89553 0.94330
H -1.62482 -0.73520 1.67911
H -0.59847 1.05361 -1.59053
H 0.71591 0.49032 -0.94933
H 0.99459 3.87163 0.51990
H 0.75915 2.33794 0.47255
O 0.56642 3.18341 -0.01377
H 0.93942 -2.39993 2.17499
H 0.28902 -1.16767 2.85364
O 0.64960 -2.10261 3.08963
H 1.54714 -1.14483 -3.21312
H 0.18943 -0.82314 -2.80924
O 0.66815 -1.26144 -3.53783
*
```

Results of the natural (NBO) charge analysis, in e, for atoms 1 through 8: atom 1 (C): -0.24, atom 2 (C): -0.51, atom 3 (S): -0.69, atom 4 (N): -0.86, atom 5 (H): 0.18, atom 6 (H): 0.17, atom 7 (H): 0.19, atom 8 (H): 0.19